(1)
DFT (ωB97M-V/def2-TZVPD) results for one molecule with the formula C4H2O2.

The structure (SMILES) is O=CC#CC=O. The value obtained for the max |F| is 0.78 eV/A. Its orbital gap is 9.731 eV. The value obtained for the energy above the lowest of the compared OMol25 structures with the same formula, charge and spin is 27.31 kcal per mole. The calculation puts the HOMO energy at -0.398 Eh. Its charge is 0. Its electronic energy is -8271.3439 eV. For the LUMO energy, the calculation gives -1.10 eV.

Cartesian coordinates (Å):
O: 1.4788 2.4722 -0.6231
C: 0.8196 1.4802 -0.5014
C: 0.7857 0.4721 0.5668
C: 0.2281 -0.5641 0.8716
C: -0.8452 -1.4708 0.4548
O: -1.0997 -1.5068 -0.7262
H: 0.0617 1.1427 -1.2398
H: -1.4291 -2.0254 1.1973

***

(2)
DFT (ωB97M-V/def2-TZVPD) results for one molecule with the formula C4H2O2.

The value obtained for the max |F| is 5.30 eV/A. Its orbital gap (alpha / beta) is 6.390 / 6.630 eV. The value obtained for the energy above the lowest of the compared OMol25 structures with the same formula, charge and spin is 93.08 kcal per mole. The calculation puts the HOMO energy (alpha / beta) at -0.331 / -0.336 Eh. Its charge is 0. Its electronic energy is -8268.4920 eV. For the LUMO energy (alpha / beta), the calculation gives -2.61 / -2.51 eV.

Cartesian coordinates (Å):
C: -0.8111 0.6631 0.0403
C: 1.4236 -0.5769 0.0880
C: -1.2369 1.4458 0.9331
C: 0.1754 -0.2965 -0.3468
O: -1.8460 2.3349 1.4222
O: -0.2663 -1.1923 -1.3598
H: 2.3191 -0.3466 0.6743
H: 0.2423 -2.0314 -1.4513

***

(3)
DFT (ωB97M-V/def2-TZVPD) results for a 2-piece molecular cluster, C4H2O2 overall.

The value obtained for the max |F| is 9.45 eV/A. Its orbital gap (alpha / beta) is 6.242 / 9.382 eV. The value obtained for the energy above the lowest of the compared OMol25 structures with the same formula, charge and spin is 188.67 kcal per mole. The calculation puts the HOMO energy (alpha / beta) at -0.326 / -0.385 Eh. Its charge is 0. Its electronic energy is -8264.3467 eV. For the LUMO energy (alpha / beta), the calculation gives -2.63 / -1.09 eV.

Cartesian coordinates (Å):
C: 2.5193 -0.1238 -0.0792
C: 3.6186 0.0932 -0.4656
C: -1.6497 0.5113 0.0489
C: 0.4288 -0.4855 0.2671
O: -2.1527 -0.3691 -0.5686
O: -0.2934 0.5174 0.5416
H: -2.3763 1.2838 0.3510
H: -0.0946 -1.4272 -0.0953

***

(4)
DFT (ωB97M-V/def2-TZVPD) results for one molecule with the formula C4H2O3S.

The structure (SMILES) is O=C(O)C(=S)C#CO. The value obtained for the max |F| is 4.27 eV/A. Its orbital gap is 7.615 eV. The value obtained for the energy above the lowest of the compared OMol25 structures with the same formula, charge and spin is 21.34 kcal per mole. The calculation puts the HOMO energy at -0.323 Eh. Its charge is 0. Its electronic energy is -21154.7350 eV. For the LUMO energy, the calculation gives -1.17 eV.

Cartesian coordinates (Å):
O: -1.3491 1.2482 1.1894
C: -1.9940 0.6969 0.3807
O: -2.9451 1.2496 -0.3624
C: -1.6242 -0.7227 0.0138
S: -2.7335 -1.7511 -0.7235
C: -0.2634 -0.9089 0.2247
C: 0.8610 -1.1662 0.6625
O: 2.0382 -1.3632 1.0438
H: -2.9881 2.2602 -0.2364
H: 2.6601 -1.9510 0.6431

***

(5)
DFT (ωB97M-V/def2-TZVPD) results for one molecule with the formula C4H2O4.

The structure (SMILES) is O=C1COC(=O)C1=O. The value obtained for the max |F| is 9.97 eV/A. Its orbital gap is 7.872 eV. The value obtained for the energy above the lowest of the compared OMol25 structures with the same formula, charge and spin is 88.69 kcal per mole. The calculation puts the HOMO energy at -0.399 Eh. Its charge is 0. Its electronic energy is -12365.1652 eV. For the LUMO energy, the calculation gives -2.98 eV.

Cartesian coordinates (Å):
O: -0.2308 1.1508 2.0553
C: 0.0850 0.7618 0.7285
C: 1.2006 0.0192 0.1488
O: 0.5992 -0.7458 -1.0942
C: -0.7003 -0.8812 -0.8587
O: -1.4562 -1.8198 -1.3514
C: -1.0363 0.4718 -0.0248
O: -2.1197 1.1170 0.2086
H: 1.6644 -0.6652 0.6838
H: 1.9941 0.5914 -0.4959

***

(6)
DFT (ωB97M-V/def2-TZVPD) results for C4H2OPb as an isolated structure.

The value obtained for the max |F| is 4.18 eV/A. Its orbital gap (alpha / beta) is 6.139 / 6.139 eV. The calculation puts the HOMO energy (alpha / beta) at -0.270 / -0.270 Eh. Its charge is 0. Its electronic energy is -11468.4181 eV. For the LUMO energy (alpha / beta), the calculation gives -1.20 / -1.20 eV.

Cartesian coordinates (Å):
C: 0.9674 1.4289 -0.8248
C: 0.3411 -0.7590 -1.6703
C: 0.0779 0.4457 -1.4275
C: 0.1899 1.5098 0.6532
O: -0.1757 0.4222 1.1920
Pb: -0.6096 -1.2902 0.1849
H: 2.0463 1.3279 -0.6396
H: 0.8429 2.4187 -1.2928

***

(7)
DFT (ωB97M-V/def2-TZVPD) results for one molecule with the formula C4H2OS.

The value obtained for the max |F| is 0.93 eV/A. Its orbital gap is 7.843 eV. The value obtained for the energy above the lowest of the compared OMol25 structures with the same formula, charge and spin is 29.73 kcal per mole. The calculation puts the HOMO energy at -0.353 Eh. Its charge is 0. Its electronic energy is -17058.4862 eV. For the LUMO energy, the calculation gives -1.75 eV.

Cartesian coordinates (Å):
C: 0.3199 0.5416 -0.0142
C: 0.2771 0.0616 1.3718
C: -0.2783 -0.2079 -0.9391
C: -0.9984 -1.3477 -1.3353
O: -0.2728 -0.9469 1.7291
S: -0.6558 -0.3069 -2.6585
H: 0.8091 1.4763 -0.2426
H: 0.7992 0.7300 2.0889

***

(8)
DFT (ωB97M-V/def2-TZVPD) results for a 2-piece molecular cluster, C4H2OS overall.

The value obtained for the max |F| is 3.16 eV/A. Its orbital gap (alpha / beta) is 6.889 / 8.382 eV. The value obtained for the energy above the lowest of the compared OMol25 structures with the same formula, charge and spin is 129.04 kcal per mole. The calculation puts the HOMO energy (alpha / beta) at -0.350 / -0.386 Eh. Its charge is 0. Its electronic energy is -17054.1798 eV. For the LUMO energy (alpha / beta), the calculation gives -2.64 / -2.12 eV.

Cartesian coordinates (Å):
C: -1.3830 2.1019 -0.1256
C: 0.3335 -2.5661 -0.2029
C: -2.1145 1.1706 -0.1132
C: -0.4430 -1.6597 0.0218
O: -4.0105 -0.4948 0.6167
S: -2.9386 -0.3684 -0.3522
H: -0.8716 3.0066 -0.2524
H: 1.2312 -2.8745 -0.7246

***

(9)
DFT (ωB97M-V/def2-TZVPD) results for one molecule with the formula C4H2OS.

Its multiplicity is 3. The value obtained for the max |F| is 2.57 eV/A. Its orbital gap (alpha / beta) is 7.666 / 8.359 eV. The value obtained for the energy above the lowest of the compared OMol25 structures with the same formula, charge and spin is 39.29 kcal per mole. The calculation puts the HOMO energy (alpha / beta) at -0.258 / -0.367 Eh. Its charge is 0. Its electronic energy is -17056.9753 eV. For the LUMO energy (alpha / beta), the calculation gives 0.63 / -1.63 eV.

Cartesian coordinates (Å):
C: -0.0448 0.9914 -0.1360
C: 0.4414 0.3013 0.9565
C: -0.3203 -0.0158 -1.0705
C: -0.0989 -1.1912 -0.4334
O: 0.3602 -1.0550 0.8028
S: -1.1498 -1.7359 -1.7227
H: -0.0876 2.0535 -0.2576
H: 0.8998 0.6517 1.8607